w | Density functional theory data (ωB97M-V/def2-TZVPD) for C2H2OS as an isolated structure.

Molecular weight   74.104 g mol⁻¹
Orbital gap (alpha / beta)   0.292 / 0.301 Ha

The geometry in ORCA input format:
```
! wB97M-V def2-TZVPD RIJCOSX def2/J DEFGRID3
* xyz 0 1
C 0.521 0.015 -0.601
C -0.065 -0.215 0.537
O 2.964 0.614 0.391
S 2.154 -0.457 -0.146
H -0.013 0.288 -1.604
H -0.006 -0.204 1.617
*
```

=====

x | Density functional theory data (ωB97M-V/def2-TZVPD) for C2H2OS as an isolated structure.

Molecular weight   74.104 g mol⁻¹
Orbital gap   0.326 Ha

The geometry in ORCA input format:
```
! wB97M-V def2-TZVPD RIJCOSX def2/J DEFGRID3
* xyz 0 1
C 0.520 -0.552 -0.008
C 0.187 0.739 -0.002
O -1.171 -1.054 0.003
S -1.527 0.573 0.002
H 1.224 -1.346 0.015
H 0.766 1.640 -0.010
*
```

=====

Most favorable first, least favorable last: x, w